[1]
Molecular formula: C44H54N5O4SeTi
Method: DFT, ωB97M-V/def2-TZVPD

Positions of all 109 atoms, in Å:
1 Ti -0.97958 -1.77833 1.05844
2 C -4.54878 -3.95903 0.17974
3 C -4.25768 -5.21793 0.75304
4 C -2.99848 -5.46353 1.22644
5 C -2.00938 -4.45413 1.16874
6 N -2.31938 -3.23373 0.60214
7 C -3.54188 -3.02193 0.13994
8 C -0.68028 -4.54603 1.66484
9 C -0.07048 -5.69763 2.21294
10 C 1.25922 -5.64703 2.58814
11 C 2.00352 -4.48883 2.40014
12 C 1.36392 -3.35383 1.85224
13 N 0.04292 -3.39753 1.52194
14 C 1.98702 -2.12283 1.49844
15 C 3.35402 -1.80123 1.66144
16 C 3.85502 -0.63143 1.16544
17 C 2.98082 0.23087 0.45854
18 C 1.65032 -0.10923 0.37654
19 N 1.12612 -1.22053 0.88604
20 H -5.53408 -3.74093 -0.20276
21 H -5.03448 -5.96863 0.80684
22 H -2.75478 -6.42093 1.66554
23 H -3.70768 -2.04273 -0.30646
24 H -0.64518 -6.59733 2.34704
25 H 1.73162 -6.52323 3.01724
26 H 3.05142 -4.46243 2.66054
27 H 3.99512 -2.49513 2.18424
28 H 4.89032 -0.35443 1.30844
29 H 3.34632 1.14287 0.01404
30 H 0.96932 0.55697 -0.14336
31 C -1.02758 5.90147 -0.76386
32 C -0.31948 5.42777 0.50754
33 C 1.19282 5.56687 0.28544
34 C -0.75378 6.33077 1.66994
35 C -0.63178 3.97327 0.82434
36 C -1.40758 3.16517 0.00474
37 C -1.56198 1.83387 0.32064
38 Se -2.55318 0.63977 -0.83866
39 C -1.07838 0.22517 -2.01266
40 C -0.68588 1.11027 -2.98646
41 C 0.39902 0.79947 -3.79646
42 C 0.97912 -0.44713 -3.62406
43 C 0.57852 -1.38333 -2.67736
44 C -0.45178 -1.01973 -1.77306
45 O -0.89278 -1.74093 -0.78056
46 C 1.31162 -2.72343 -2.66566
47 C 1.27002 -3.36773 -4.06266
48 C 0.70722 -3.75153 -1.70936
49 C 2.77372 -2.49193 -2.25546
50 C 0.89052 1.82037 -4.80756
51 C 2.14262 1.38227 -5.57276
52 C -0.22398 2.08887 -5.82666
53 C 1.24022 3.11097 -4.05606
54 C -0.94048 1.21557 1.43134
55 O -1.05008 -0.06483 1.53904
56 C -0.23488 2.06357 2.32864
57 C -0.09408 3.39587 1.97214
58 C 0.41112 1.60107 3.63674
59 C 1.93132 1.81197 3.55844
60 C -0.14688 2.43327 4.80354
61 C 0.15072 0.13397 3.98674
62 H -0.81398 6.95567 -0.93226
63 H -2.10508 5.78327 -0.67856
64 H -0.67328 5.34217 -1.62676
65 H 1.44592 6.59617 0.03654
66 H 1.50332 4.92227 -0.53326
67 H 1.74902 5.27847 1.17284
68 H -0.55348 7.37297 1.42724
69 H -0.21758 6.08827 2.58354
70 H -1.81908 6.21737 1.85794
71 H -1.89358 3.53737 -0.88466
72 H -1.21958 2.04417 -3.08216
73 H 1.80352 -0.70393 -4.26776
74 H 0.24122 -3.60493 -4.32776
75 H 1.84432 -4.29373 -4.04026
76 H 1.68542 -2.73113 -4.84006
77 H -0.33398 -3.94603 -1.96056
78 H 0.75462 -3.40323 -0.68236
79 H 1.26532 -4.68483 -1.78956
80 H 3.29262 -1.85103 -2.96496
81 H 3.29982 -3.44403 -2.20176
82 H 2.81612 -2.02193 -1.27706
83 H 1.94942 0.50817 -6.19066
84 H 2.96342 1.16467 -4.89306
85 H 2.45762 2.19657 -6.22526
86 H -0.49458 1.16657 -6.33626
87 H 0.10182 2.81647 -6.56826
88 H -1.11338 2.47227 -5.33686
89 H 1.98072 2.89727 -3.28826
90 H 0.36232 3.53287 -3.57716
91 H 1.65142 3.85027 -4.74136
92 H 0.48932 4.03367 2.62064
93 H 2.18452 2.86637 3.47864
94 H 2.33872 1.29387 2.69454
95 H 2.41542 1.41957 4.45124
96 H -0.01258 3.50007 4.65034
97 H 0.36342 2.15897 5.72554
98 H -1.20938 2.23957 4.92914
99 H 0.61202 -0.54613 3.27114
100 H -0.91528 -0.08313 4.01934
101 H 0.56682 -0.08033 4.97224
102 N -3.78108 -0.27993 1.82954
103 N -4.07388 -1.31433 2.73574
104 C -3.03568 -2.05183 3.36484
105 O -3.36568 -2.63453 4.39084
106 O -1.90128 -2.05763 2.80824
107 H -3.65668 0.62557 2.28914
108 H -4.53288 -0.19743 1.14794
109 H -4.86558 -1.17163 3.36324

The LUMO energy (alpha / beta) is 2.3 / 2.3 eV. For the orbital gap (alpha / beta), the calculation gives 4.41 / 7.39 eV. For the energy above the lowest of the compared OMol25 structures with the same formula, charge and spin, the calculation gives 26.89 kcal/mol. The calculation puts the HOMO energy (alpha / beta) at -2.138 / -5.114 eV. The multiplicity is 3. Its charge is -1.

These are the Mulliken partial charges, in e, on atoms 1 to 99: -3.092, -1.090, -0.743, -0.714, 0.217, 0.769, -0.133, 0.526, -1.193, -0.961, -1.353, 0.780, 2.451, 0.126, -0.705, -1.087, -1.431, -0.380, 2.051, 0.449, 0.392, 0.391, 0.321, 0.446, 0.405, 0.414, 0.442, 0.407, 0.485, -0.075, -1.922, 2.104, -1.534, -1.809, 0.131, -0.718, 0.414, 0.091, 0.071, -0.781, -0.222, -0.616, 0.028, 0.627, -0.054, 2.539, -1.894, -2.668, -1.802, 2.285, -2.254, -1.813, -1.646, -0.524, 2.420, -0.312, -0.631, 2.577, -1.643, -1.918, -2.480, 0.455, 0.401, 0.169, 0.478, 0.236, 0.297, 0.497, 0.297, 0.358, 0.513, 0.348, 0.388, 0.431, 0.481, 0.255, 0.330, 0.742, 0.529, 0.336, 0.472, 0.367, 0.421, 0.401, 0.464, 0.366, 0.460, 0.323, 0.339, 0.240, 0.517, 0.260, 0.369, 0.068, 0.498, 0.276, 0.491, 0.397, 0.315

***

[2]
Molecular formula: C27H31Cl2N2O2Rh
Method: DFT, ωB97M-V/def2-TZVPD

Positions of all 65 atoms, in Å:
1 Rh 0.31967 -0.17377 -0.09025
2 C 0.27513 1.74446 2.53799
3 C -0.77554 0.85625 1.92494
4 C -1.04981 -0.41730 2.44246
5 C -2.09248 -1.19078 1.94332
6 C -2.35006 -2.56485 2.48959
7 C -2.88076 -0.68112 0.90929
8 C -2.60302 0.54537 0.33043
9 C -3.38324 1.05150 -0.84386
10 C -1.52992 1.30249 0.83008
11 H 0.96668 2.11396 1.78071
12 H 0.85051 1.20878 3.29073
13 H -0.19885 2.60614 3.01237
14 H -0.44243 -0.79241 3.25784
15 H -1.82552 -3.31692 1.89605
16 H -3.41229 -2.80665 2.46434
17 H -2.00035 -2.65586 3.51715
18 H -3.70038 -1.27551 0.52288
19 H -2.72366 1.14914 -1.70861
20 H -3.81336 2.03356 -0.64130
21 H -4.19217 0.37191 -1.10804
22 H -1.32616 2.28327 0.41319
23 C 1.07063 -1.79677 -3.29682
24 C -0.35565 -1.30874 -3.02196
25 C -0.82251 -0.35622 -4.12674
26 C -1.31637 -2.49224 -2.88024
27 N -0.35869 -0.58752 -1.78454
28 H 1.11997 -2.35072 -4.23705
29 H 1.40578 -2.45568 -2.49502
30 H 1.76346 -0.95618 -3.35526
31 H -0.81323 -0.86721 -5.09177
32 H -0.16404 0.50953 -4.18868
33 H -1.83856 -0.00966 -3.93445
34 H -1.34106 -3.07457 -3.80370
35 H -2.32670 -2.14253 -2.66580
36 H -0.99517 -3.14593 -2.06868
37 Cl 1.08554 -3.30807 0.38353
38 C 2.45155 -4.35205 0.09762
39 C 2.26014 -5.71943 0.16633
40 C 3.33702 -6.56482 -0.04520
41 C 4.59220 -6.03544 -0.28988
42 C 4.76691 -4.66203 -0.33001
43 Cl 6.36723 -4.04144 -0.55985
44 C 3.69759 -3.77031 -0.17037
45 N 3.87932 -2.38935 -0.23520
46 C 4.22854 -1.75221 -1.43969
47 C 4.38210 -2.46267 -2.62858
48 C 4.72150 -1.81149 -3.80257
49 C 4.90327 -0.43925 -3.81834
50 C 4.74688 0.26993 -2.63726
51 C 4.42244 -0.35927 -1.44379
52 C 4.25573 0.45891 -0.18578
53 C 2.78286 0.54432 0.15459
54 O 2.04927 1.34905 -0.46064
55 O 2.29774 -0.30431 0.97600
56 H 1.27357 -6.10614 0.37571
57 H 3.19817 -7.63576 -0.00679
58 H 5.45283 -6.67291 -0.43357
59 H 3.28863 -1.83914 0.38485
60 H 4.21877 -3.53138 -2.64208
61 H 4.83361 -2.38873 -4.71145
62 H 5.16434 0.07404 -4.73352
63 H 4.87695 1.34519 -2.62783
64 H 4.63192 1.46520 -0.36263
65 H 4.80236 0.00645 0.64389

The LUMO energy (alpha / beta) is 0.6 / -0.3 eV. For the orbital gap (alpha / beta), the calculation gives 8.38 / 7.53 eV. For the energy above the lowest of the compared OMol25 structures with the same formula, charge and spin, the calculation gives 0.00 kcal/mol. The calculation puts the HOMO energy (alpha / beta) at -7.776 / -7.795 eV. The multiplicity is 5. Its charge is 0.

Charges in e, computed with natural (NBO), in the same order as the atoms: 1.040, -0.642, -0.034, -0.216, 0.007, -0.634, -0.243, 0.055, -0.639, -0.297, 0.245, 0.225, 0.222, 0.216, 0.229, 0.220, 0.220, 0.211, 0.236, 0.222, 0.216, 0.235, -0.601, -0.001, -0.600, -0.602, -0.427, 0.208, 0.211, 0.225, 0.210, 0.220, 0.207, 0.210, 0.209, 0.216, 0.004, -0.035, -0.230, -0.203, -0.228, -0.034, 0.027, 0.108, -0.662, 0.256, -0.291, -0.184, -0.253, -0.175, -0.073, -0.526, 0.776, -0.710, -0.796, 0.230, 0.223, 0.232, 0.442, 0.218, 0.211, 0.213, 0.211, 0.235, 0.233

***

[3]
Molecular formula: C31H50I2NO14
Method: DFT, ωB97M-V/def2-TZVPD

Positions of all 98 atoms, in Å:
1 C 0.89534 -0.04863 6.70003
2 C 1.45182 0.78040 5.79847
3 C 2.17658 0.25866 4.58751
4 N 1.35833 0.53398 3.36857
5 C 0.18398 -0.40254 3.26308
6 C 0.58580 -1.83588 2.90939
7 C -0.64345 -2.65064 2.52700
8 C -1.30340 -2.21980 1.20082
9 C -2.82855 -2.42694 1.32426
10 C -3.41549 -1.14990 1.88110
11 O -4.69288 -1.37043 2.49443
12 C -4.98879 -0.32795 3.35744
13 O -4.64767 -0.36778 4.51755
14 C -5.67809 0.84751 2.77772
15 C -6.51784 1.56946 3.55208
16 C 2.16533 0.58980 2.11052
17 I 3.51329 2.27172 2.07549
18 C 1.27160 0.57558 0.85690
19 C 0.31753 1.76684 0.81303
20 I 2.54014 0.72352 -0.86936
21 H -0.06266 0.13511 7.17079
22 H 1.37858 -0.97855 6.98093
23 H 1.39329 1.86151 5.88789
24 H 2.38804 -0.80078 4.67268
25 H 3.14149 0.75645 4.50708
26 H 0.96665 1.46894 3.51172
27 H -0.55849 -0.00578 2.58311
28 H -0.30530 -0.44597 4.23209
29 H 1.33641 -1.88205 2.12325
30 H 1.00623 -2.26422 3.81866
31 H -1.37277 -2.63665 3.33717
32 H -0.36609 -3.69187 2.40880
33 H -0.92807 -2.81681 0.37536
34 H -1.12734 -1.16921 0.95841
35 H -3.22282 -2.59513 0.32387
36 H -3.05096 -3.28422 1.95097
37 H -3.50927 -0.39793 1.09265
38 H -2.73780 -0.73589 2.63522
39 H -5.54084 1.08054 1.72890
40 H -7.20585 1.07597 4.22439
41 H -6.52459 2.64946 3.47967
42 H 2.78104 -0.30263 2.08742
43 H 0.76149 -0.36803 0.71946
44 H -0.40408 1.67347 0.01122
45 H -0.20841 1.87878 1.76319
46 H 0.86736 2.68524 0.63382
47 C 2.16795 -1.53694 -5.27540
48 C 1.97728 -2.82169 -4.51186
49 C 0.54757 -3.13252 -4.14195
50 O 0.71123 -3.92139 -2.95074
51 C 1.87911 -3.54692 -2.37462
52 O 2.21834 -3.86831 -1.28048
53 O 2.59263 -2.75462 -3.20654
54 H 1.73255 -1.61319 -6.27093
55 H 1.70433 -0.69834 -4.75647
56 H 3.22941 -1.30942 -5.37448
57 H 2.43727 -3.65501 -5.05004
58 H 0.01663 -3.69578 -4.90479
59 H -0.02488 -2.23773 -3.88794
60 C 0.38192 7.58365 0.53956
61 C 0.34013 6.51148 -0.51898
62 C -0.52074 6.82740 -1.71943
63 O -0.90708 5.51743 -2.16390
64 C -0.89211 4.70156 -1.08535
65 O -1.33629 3.60111 -1.06004
66 O -0.30051 5.31548 -0.02956
67 H 0.90094 8.46735 0.16998
68 H -0.62595 7.86764 0.84404
69 H 0.89738 7.22221 1.42880
70 H 1.35539 6.24193 -0.82544
71 H 0.01321 7.35618 -2.50521
72 H -1.42297 7.38428 -1.45873
73 C 0.18707 -8.65975 -0.60431
74 C -0.74762 -7.62682 -0.02996
75 C -0.40678 -6.19505 -0.37178
76 O -0.95553 -5.48502 0.75357
77 C -0.95114 -6.33649 1.81094
78 O -1.16078 -6.00536 2.93256
79 O -0.67041 -7.59329 1.41063
80 H 0.09132 -8.70183 -1.68880
81 H 1.22240 -8.43044 -0.34939
82 H -0.03569 -9.64414 -0.19472
83 H -1.78137 -7.85974 -0.29970
84 H -0.86029 -5.85275 -1.29851
85 H 0.66855 -6.00770 -0.40773
86 C 2.53480 5.46614 -4.07218
87 C 2.47986 4.35218 -5.08608
88 C 1.62564 4.63474 -6.30025
89 O 1.21796 3.31671 -6.68913
90 C 1.21993 2.54533 -5.57846
91 O 0.76169 1.45310 -5.51126
92 O 1.81957 3.19280 -4.54688
93 H 3.06823 6.32692 -4.47471
94 H 1.52689 5.77286 -3.78640
95 H 3.04201 5.13180 -3.16663
96 H 3.49142 4.05503 -5.37640
97 H 2.16840 5.12119 -7.10658
98 H 0.73239 5.21694 -6.06202

The LUMO energy is -2.7 eV. For the orbital gap, the calculation gives 8.49 eV. The calculation puts the HOMO energy at -11.222 eV. Its charge is +1.

Charges in e, computed with Mulliken, in the same order as the atoms: -0.716, -0.334, -0.470, 0.651, -0.986, -0.390, -0.788, 0.265, -1.240, -0.162, -0.396, 0.737, -0.514, -0.313, -0.570, -1.167, 0.303, -0.567, -1.185, 0.312, 0.299, 0.293, 0.363, 0.350, 0.387, 0.500, 0.315, 0.350, 0.304, 0.487, 0.523, -0.002, 0.319, -0.081, 0.464, 0.374, 0.238, 0.080, 0.359, 0.271, 0.247, 0.694, 0.351, 0.519, 0.106, 0.344, -1.418, 0.535, -0.472, -0.250, 0.608, -0.524, -0.331, 0.389, 0.272, 0.394, 0.229, 0.337, 0.254, -1.537, 0.756, -0.608, -0.330, 0.642, -0.521, -0.372, 0.388, 0.361, 0.372, 0.189, 0.324, 0.367, -1.506, 0.621, -0.551, -0.073, 0.503, -0.527, -0.396, 0.382, 0.368, 0.375, 0.261, 0.312, 0.254, -1.231, 0.502, -0.511, -0.335, 0.572, -0.496, -0.279, 0.449, 0.072, 0.375, 0.257, 0.324, 0.297

***

[4]
Molecular formula: C4H8O3
Method: DFT, ωB97M-V/def2-TZVPD

Positions of all 15 atoms, in Å:
1 C 2.21850 -0.83224 -0.39653
2 C 0.89559 -0.12309 -0.31357
3 C 0.57485 0.77120 0.79957
4 O 0.02964 -0.55547 0.74347
5 H 2.62804 -0.96141 0.61001
6 H 2.92054 -0.23207 -0.98409
7 H 2.13469 -1.81806 -0.86881
8 H 0.36583 0.04891 -1.25360
9 H -0.17260 1.54114 0.63529
10 H 1.29321 0.88942 1.61058
11 O -2.03930 1.47287 -0.36628
12 C -2.82300 0.55734 -0.24201
13 O -2.55032 -0.68318 0.11569
14 H -3.89466 0.67856 -0.42922
15 H -1.58100 -0.75393 0.33948

The SMILES is C[C@@H]1CO1.O=CO. The LUMO energy is 1.0 eV. For the orbital gap, the calculation gives 11.60 eV. For the energy above the lowest of the compared OMol25 structures with the same formula, charge and spin, the calculation gives 38.59 kcal/mol. The calculation puts the HOMO energy at -10.568 eV. Its charge is 0.

Charges in e, computed with natural (NBO), in the same order as the atoms: -0.634, 0.057, -0.118, -0.539, 0.218, 0.220, 0.220, 0.197, 0.234, 0.184, -0.630, 0.659, -0.687, 0.106, 0.512

***

> Among the records above, which one has the lowest charge?

C44H54N5O4SeTi

***

> Among the records above, which one has the highest charge?

C31H50I2NO14

***

> Among the records above, which one has the lowest charge?

C44H54N5O4SeTi